Below is one molecule with the formula C6H6O in a non-equilibrium geometry, with properties calculated with ωB97M-V with the def2-TZVPD basis set.

Output
SMILES string ... C#CC[C@H](O)C#C
HOMO level ... -0.3635 hartree
Energy ... -307.2911 Ha
Lowest unoccupied orbital energy ... 0.83 eV
Energy relative to the best compared isomer or geometry (same formula, charge and spin) ... 108.2 kcal/mol
Charge ... 0
Gap between HOMO and LUMO ... 10.7 eV

Structure (XYZ):
```
13
Properties=species:S:1:pos:R:3:mulliken_charge:R:1
C 2.0684 -1.1076 -0.2569 -0.111
C 1.3530 -0.1810 0.0269 -0.317
C 0.4846 0.9539 0.4009 -0.567
C -1.0449 0.7499 0.1042 0.316
O -1.8062 0.8513 1.2935 -0.558
C -1.2047 -0.5390 -0.6085 -0.563
C -0.9446 -1.4797 -1.3174 -0.183
H 2.9216 -1.7368 -0.3448 0.422
H 0.5939 1.1121 1.4810 0.270
H 0.8607 1.8523 -0.1039 0.268
H -1.3455 1.5430 -0.5844 0.279
H -1.7280 -0.0040 1.7331 0.370
H -0.2083 -2.0144 -1.8237 0.374
```

Below is one molecule with the formula C6H6O in a non-equilibrium geometry, with properties calculated with ωB97M-V with the def2-TZVPD basis set.

Output
SMILES string ... Oc1ccccc1
HOMO level ... -0.3099 hartree
Energy ... -307.3772 Ha
Lowest unoccupied orbital energy ... 0.79 eV
Energy relative to the best compared isomer or geometry (same formula, charge and spin) ... 54.1 kcal/mol
Charge ... 0
Gap between HOMO and LUMO ... 9.2 eV

Structure (XYZ):
```
13
Properties=species:S:1:pos:R:3:mulliken_charge:R:1
O 0.9347 -0.1136 2.2444 -0.480
C 0.5669 -0.0717 0.9367 0.371
C -0.0285 1.1878 0.4720 -0.298
C -0.7261 1.2979 -0.7580 -0.423
C -0.8294 0.0474 -1.4150 -0.333
C -0.5538 -1.1359 -0.8331 -0.398
C 0.5103 -1.2074 0.1431 -0.417
H 1.8797 -0.1979 2.3803 0.333
H 0.4759 1.9492 0.9983 0.331
H -1.0352 2.2761 -1.2763 0.299
H -1.4174 0.0301 -2.3636 0.291
H -1.0201 -2.0977 -0.8084 0.357
H 1.2429 -1.9644 0.2795 0.366
```

Below is one molecule with the formula C6H6O, with properties calculated with ωB97M-V with the def2-TZVPD basis set.

Output
HOMO level ... -0.3699 hartree
Energy ... -307.2359 Ha
Lowest unoccupied orbital energy ... 0.82 eV
Energy relative to the best compared isomer or geometry (same formula, charge and spin) ... 142.8 kcal/mol
Charge ... 0
Gap between HOMO and LUMO ... 10.9 eV

Structure (XYZ):
```
13
Properties=species:S:1:pos:R:3:mulliken_charge:R:1
O -0.1567 -0.9063 1.4726 -0.540
C -0.6147 -0.6561 0.1940 0.002
C -0.5510 0.8299 -0.2118 -0.500
C 0.7415 1.4544 0.0713 -0.537
C 1.7921 1.9795 0.3434 0.144
C 0.6745 -1.3398 -0.9219 -0.889
C -0.4182 -1.9638 -0.9791 0.102
H 0.7821 -0.6598 1.4837 0.412
H -1.6817 -0.9076 0.2140 0.400
H -1.3255 1.3566 0.3603 0.286
H -0.7971 0.9218 -1.2739 0.292
H 2.7287 2.4438 0.5561 0.401
H -1.2342 -2.6441 -1.1363 0.425
```

Below is one molecule with the formula C6H6O in a non-equilibrium geometry, with properties calculated with ωB97M-V with the def2-TZVPD basis set.

Output
HOMO level (alpha / beta) ... -0.2268 / -0.3504 hartree
Expectation value of S² ... 2.00
Energy ... -307.1837 Ha
Lowest unoccupied orbital energy (alpha / beta) ... 1.16 / -1.68 eV
Energy relative to the best compared isomer or geometry (same formula, charge and spin) ... 19.2 kcal/mol
2S+1 ... 3
Charge ... 0
Gap between HOMO and LUMO (alpha / beta) ... 7.3 / 7.9 eV

Structure (XYZ):
```
13
Properties=species:S:1:pos:R:3:mulliken_charge:R:1
C 1.8259 0.0804 0.3647 -0.774
C 1.0239 0.7094 -0.4597 0.084
C -0.5131 -1.0434 0.2270 -0.681
C 0.8669 -0.7926 -0.3898 -0.259
C -0.4198 1.4039 -0.3823 -0.051
C -1.2591 0.2915 0.0858 -0.188
O -0.8627 1.3470 0.9314 -0.438
H 2.6772 0.0959 0.9985 0.421
H -1.0542 -1.8192 -0.3164 0.343
H -0.4580 -1.3251 1.2798 0.280
H 1.1873 -1.4419 -1.1940 0.360
H -0.6920 2.2263 -1.0192 0.461
H -2.3224 0.2678 -0.1257 0.442
```

Below is one molecule with the formula C6H6O2 in a non-equilibrium geometry, with properties calculated with ωB97M-V with the def2-TZVPD basis set.

Output
SMILES string ... C=Cc1cc(O)co1
HOMO level ... -0.3004 hartree
Energy ... -382.5979 Ha
Lowest unoccupied orbital energy ... 0.73 eV
Energy relative to the best compared isomer or geometry (same formula, charge and spin) ... 55.1 kcal/mol
Charge ... 0
Gap between HOMO and LUMO ... 8.9 eV

Structure (XYZ):
```
14
Properties=species:S:1:pos:R:3:mulliken_charge:R:1
C -0.3959 -2.4864 -1.7085 -0.761
C -0.8782 -1.8050 -0.7314 -0.255
C -0.3376 -0.4816 -0.4037 0.651
C -0.6930 0.1543 0.7546 -0.509
C 0.1159 1.3083 0.8793 0.570
O 0.2594 2.0466 2.0716 -0.511
C 1.0526 1.0979 -0.0985 -0.595
O 0.7773 -0.0118 -0.9055 -0.323
H -0.9135 -3.4533 -1.6976 0.267
H 0.4927 -2.1747 -2.2635 0.306
H -1.8797 -2.0779 -0.1918 0.202
H -1.6309 0.2071 1.4440 0.240
H 0.6888 2.9075 1.9525 0.326
H 1.7669 1.5871 -0.7236 0.392
```

Below is C6H6O2 as an isolated structure in a non-equilibrium geometry, with properties calculated with ωB97M-V with the def2-TZVPD basis set.

Output
HOMO level ... -0.3594 hartree
Energy ... -382.4566 Ha
Lowest unoccupied orbital energy ... -0.43 eV
Energy relative to the best compared isomer or geometry (same formula, charge and spin) ... 143.8 kcal/mol
Charge ... 0
Gap between HOMO and LUMO ... 9.3 eV

Structure (XYZ):
```
14
Properties=species:S:1:pos:R:3:mulliken_charge:R:1
C -0.4000 1.7028 -0.1309 0.189
C 0.5101 0.9989 -1.0918 -0.349
C 0.7670 -0.3090 -1.1481 -0.455
C -0.2732 -0.6818 -0.0791 -0.113
C -0.3209 -1.4761 1.0014 -0.488
C -0.2752 0.4308 0.9226 0.075
H 0.7178 1.6406 -1.8828 0.435
H 1.2000 -0.9557 -1.9547 0.328
H -1.1350 -0.4789 -0.6526 0.393
H 1.0184 -1.4782 0.9460 0.202
H -0.7532 -2.4172 1.1303 0.389
H 0.6587 0.5804 1.4769 0.354
O -0.6675 2.8788 -0.3188 -0.520
O -1.0469 -0.4353 1.7817 -0.439
```

Below is one molecule with the formula C6H6O2 in a non-equilibrium geometry, with properties calculated with ωB97M-V with the def2-TZVPD basis set.

Output
SMILES string ... O=C1C=C[C@@]2(CO2)C1
HOMO level ... -0.3600 hartree
Energy ... -382.6223 Ha
Lowest unoccupied orbital energy ... 0.40 eV
Energy relative to the best compared isomer or geometry (same formula, charge and spin) ... 39.8 kcal/mol
Charge ... 0
Gap between HOMO and LUMO ... 10.2 eV

Structure (XYZ):
```
14
Properties=species:S:1:pos:R:3:mulliken_charge:R:1
O 2.8512 -0.4858 -0.6517 -0.596
C 1.6272 -0.5190 -0.4526 0.426
C 0.9844 -1.2975 0.6636 -0.463
C -0.2694 -1.0210 0.7271 -0.706
C -0.5714 0.1100 -0.1445 1.306
C -1.5192 1.1108 0.3621 -0.658
O -1.9137 0.1359 -0.5517 -0.505
C 0.5790 0.3969 -1.0394 -0.667
H 1.5349 -2.0807 1.2895 0.360
H -1.0731 -1.3794 1.3037 0.478
H -1.5278 2.1803 0.0746 0.241
H -2.1781 1.0048 1.2557 0.211
H 0.5015 0.4043 -2.1184 0.375
H 0.9744 1.4405 -0.7180 0.200
```

Below is C6H6O2 as an isolated structure in a non-equilibrium geometry, with properties calculated with ωB97M-V with the def2-TZVPD basis set.

Output
HOMO level ... -0.3452 hartree
Energy ... -382.5793 Ha
Lowest unoccupied orbital energy ... 0.99 eV
Energy relative to the best compared isomer or geometry (same formula, charge and spin) ... 66.8 kcal/mol
Charge ... 0
Gap between HOMO and LUMO ... 10.4 eV

Structure (XYZ):
```
14
Properties=species:S:1:pos:R:3:mulliken_charge:R:1
C -1.4022 0.3072 -0.1528 -0.050
C -0.7443 -0.4583 0.9780 0.274
C -0.5321 -0.7309 -1.0330 0.034
C 0.8385 -0.2465 -0.6561 -0.387
C 0.9759 1.1043 -0.1547 -0.688
C 0.6407 0.0037 0.8472 -0.552
H -1.3103 -0.5650 1.9357 0.469
H -0.8402 -1.1801 -2.0040 0.484
H 1.6796 -0.7720 -1.0422 0.412
H 0.2745 1.8878 -0.1547 0.251
H 2.0191 1.3928 -0.0185 0.292
H 1.4162 -0.3593 1.4951 0.384
O -2.1362 1.1855 -0.1447 -0.479
O -0.8791 -1.5692 0.1049 -0.444
```

Below is C6H6O2 as an isolated structure in a non-equilibrium geometry, with properties calculated with ωB97M-V with the def2-TZVPD basis set.

Output
HOMO level ... -0.3615 hartree
Energy ... -382.4986 Ha
Lowest unoccupied orbital energy ... -0.32 eV
Energy relative to the best compared isomer or geometry (same formula, charge and spin) ... 117.5 kcal/mol
Charge ... 0
Gap between HOMO and LUMO ... 9.5 eV

Structure (XYZ):
```
14
Properties=species:S:1:pos:R:3:mulliken_charge:R:1
C 1.2787 -0.4478 0.0139 0.153
C 1.3243 0.9974 -0.1166 -0.141
C 0.1078 1.6465 -0.2075 -0.672
C -0.7584 0.5716 0.3596 0.342
C -1.5948 -1.2254 0.0305 -0.343
C -0.1876 -0.5941 -0.1888 0.025
H 2.2909 1.4990 0.2877 0.275
H 0.0283 2.7434 -0.1373 0.329
H -0.7543 0.9781 1.5869 0.172
H -1.9641 -1.6496 -1.0654 0.255
H -1.7556 -1.7392 0.9860 0.289
H -0.2609 -0.2818 -1.1384 0.317
O 2.2534 -1.1408 0.0817 -0.563
O -2.0789 0.2359 -0.0649 -0.438
```

Below is C6H6O2 as an isolated structure in a non-equilibrium geometry, with properties calculated with ωB97M-V with the def2-TZVPD basis set.

Output
HOMO level ... -0.3471 hartree
Energy ... -382.5564 Ha
Lowest unoccupied orbital energy ... 0.33 eV
Energy relative to the best compared isomer or geometry (same formula, charge and spin) ... 81.2 kcal/mol
Charge ... 0
Gap between HOMO and LUMO ... 9.8 eV

Structure (XYZ):
```
14
Properties=species:S:1:pos:R:3:mulliken_charge:R:1
C -0.7285 0.4874 -1.4209 0.108
C -1.7499 0.1574 -0.3246 -0.193
C -1.1440 -0.0577 0.8246 -0.704
C 0.2697 0.3606 0.5918 0.272
C 1.6668 -0.3139 0.7354 -0.509
C 0.4943 -0.2130 -0.7874 -0.072
H -2.8681 0.2943 -0.4458 0.344
H -1.4995 -0.5342 1.7203 0.421
H 0.2966 1.4912 0.5290 0.267
H 1.4524 -1.3392 0.9400 0.281
H 2.4174 0.0378 1.5103 0.337
H 0.3279 -1.3024 -0.7786 0.362
O -0.9049 0.9872 -2.4403 -0.462
O 1.9699 -0.0555 -0.6538 -0.452
```

Below is one molecule with the formula C6H6O2 in a non-equilibrium geometry, with properties calculated with ωB97M-V with the def2-TZVPD basis set.

Output
SMILES string ... O=CC1=COCC=C1
HOMO level ... -0.3055 hartree
Energy ... -382.6338 Ha
Lowest unoccupied orbital energy ... -0.05 eV
Energy relative to the best compared isomer or geometry (same formula, charge and spin) ... 32.6 kcal/mol
Charge ... 0
Gap between HOMO and LUMO ... 8.3 eV

Structure (XYZ):
```
14
Properties=species:S:1:pos:R:3:mulliken_charge:R:1
O 2.9712 -0.4216 0.0723 -0.552
C 2.0513 0.4030 -0.0921 -0.192
C 0.6273 0.2093 0.0023 0.604
C 0.0191 -1.0475 0.0192 -0.191
O -1.2816 -1.2996 -0.0655 -0.365
C -2.2463 -0.2579 0.0410 -0.355
C -1.5931 1.1557 -0.0525 -0.624
C -0.2437 1.3490 0.0146 -0.372
H 2.3107 1.4563 -0.1028 0.314
H 0.4482 -2.0148 -0.0497 0.456
H -3.0720 -0.4576 -0.6864 0.287
H -2.6906 -0.3689 1.0300 0.264
H -2.3000 1.9486 0.1204 0.333
H 0.0989 2.3362 0.0399 0.392
```

Below is one molecule with the formula C6H6O3 in a non-equilibrium geometry, with properties calculated with ωB97M-V with the def2-TZVPD basis set.

Output
SMILES string ... O=C1CCC(=O)[C@@H]2O[C@@H]12
HOMO level ... -0.3552 hartree
Energy ... -457.7500 Ha
Lowest unoccupied orbital energy ... 0.20 eV
Energy relative to the best compared isomer or geometry (same formula, charge and spin) ... 117.4 kcal/mol
Charge ... 0
Gap between HOMO and LUMO ... 9.9 eV

Structure (XYZ):
```
15
Properties=species:S:1:pos:R:3:mulliken_charge:R:1
O 2.5667 0.1793 0.1293 -0.512
C 1.4285 -0.0464 -0.0901 0.498
C 0.7442 -1.4463 -0.3321 -0.755
C -0.4529 -1.5643 0.4712 -0.473
C -1.3102 -0.3518 0.2626 0.553
O -2.3385 -0.2118 -0.4130 -0.574
C -0.6764 0.9377 0.6609 -0.285
O -0.2564 2.0562 -0.0318 -0.397
C 0.2567 0.8536 -0.4805 0.061
H 0.3811 -1.2677 -1.5584 0.289
H 1.6712 -2.1010 -0.2339 0.366
H -0.9133 -2.3658 -0.1566 0.254
H -0.4741 -2.0452 1.4540 0.373
H -0.1512 0.8255 1.5602 0.351
H -0.2282 0.4690 -1.4945 0.249
```

Below is one molecule with the formula C6H6O3 in a non-equilibrium geometry, with properties calculated with ωB97M-V with the def2-TZVPD basis set.

Output
SMILES string ... O=Cc1ccc(CO)o1
HOMO level ... -0.3317 hartree
Energy ... -457.7840 Ha
Lowest unoccupied orbital energy ... -0.02 eV
Energy relative to the best compared isomer or geometry (same formula, charge and spin) ... 96.1 kcal/mol
Charge ... 0
Gap between HOMO and LUMO ... 9.0 eV

Structure (XYZ):
```
15
Properties=species:S:1:pos:R:3:mulliken_charge:R:1
O 3.8039 -0.5526 -0.1997 -0.515
C 2.6475 -1.0847 -0.0237 -0.153
C 1.4532 -0.1895 -0.0391 0.326
C 1.3257 1.1482 -0.2532 -0.299
C -0.0814 1.4883 -0.0908 -0.523
C -0.6560 0.1982 0.1038 0.417
C -2.0840 -0.2669 0.3699 -0.505
O -2.4386 -1.1423 -0.5771 -0.528
O 0.2816 -0.7209 0.1520 -0.308
H 2.5326 -2.1727 0.4263 0.250
H 1.9961 1.9895 -0.2384 0.382
H -0.5341 2.4260 -0.0912 0.492
H -1.9252 -0.8083 1.0598 0.355
H -2.8778 0.6855 0.0385 0.265
H -3.4435 -0.9979 -0.6371 0.346
```

Below is one molecule with the formula C6H6O3 in a non-equilibrium geometry, with properties calculated with ωB97M-V with the def2-TZVPD basis set.

Output
SMILES string ... C#C[C@@]1(C=O)[C@H](O)[C@@H]1O
HOMO level ... -0.3503 hartree
Energy ... -457.8070 Ha
Lowest unoccupied orbital energy ... 0.49 eV
Energy relative to the best compared isomer or geometry (same formula, charge and spin) ... 81.7 kcal/mol
Charge ... 0
Gap between HOMO and LUMO ... 10.0 eV

Structure (XYZ):
```
15
Properties=species:S:1:pos:R:3:mulliken_charge:R:1
C 1.8807 1.8868 1.3304 0.057
C 1.2778 1.0110 0.7672 -1.201
C 0.4021 -0.0021 0.1834 1.135
C 0.8894 -1.4819 0.1099 -0.017
O 0.1999 -2.4694 0.3088 -0.527
C -1.1054 0.2404 0.3310 -0.189
O -2.0192 -0.7842 0.2580 -0.612
C -0.3140 0.4673 -1.0061 -0.457
O -0.6878 -0.4830 -1.9708 -0.545
H 2.2557 2.8605 1.5935 0.419
H 1.9958 -1.5401 -0.0960 0.332
H -1.4619 0.9872 1.0633 0.405
H -1.5145 -1.6211 0.1216 0.391
H -0.1638 1.5072 -1.2820 0.421
H -1.6348 -0.5784 -1.7123 0.388
```

Below is one molecule with the formula C6H6O3 in a non-equilibrium geometry, with properties calculated with ωB97M-V with the def2-TZVPD basis set.

Output
SMILES string ... Cc1coc2c1OCO2
HOMO level ... -0.2966 hartree
Energy ... -457.7417 Ha
Lowest unoccupied orbital energy ... 0.86 eV
Energy relative to the best compared isomer or geometry (same formula, charge and spin) ... 122.6 kcal/mol
Charge ... 0
Gap between HOMO and LUMO ... 8.9 eV

Structure (XYZ):
```
15
Properties=species:S:1:pos:R:3:mulliken_charge:R:1
C 2.0724 1.3015 -0.2792 -0.934
C 0.9250 0.3694 0.0321 0.390
C 1.2100 -0.5422 0.9772 -0.544
O 0.2457 -1.6998 1.1916 -0.338
C -0.6789 -1.1052 0.3078 0.556
C -0.4882 0.0657 -0.2349 0.205
O -1.4258 0.3558 -1.2731 -0.438
C -2.6304 -0.4000 -0.6283 -0.078
O -1.9758 -1.5519 -0.0169 -0.381
H 2.5919 0.7591 -1.3398 0.229
H 2.8407 1.2825 0.5848 0.305
H 1.7286 2.3651 -0.1848 0.291
H 2.0045 -0.4969 1.9047 0.217
H -3.4449 -0.8195 -1.4408 0.255
H -2.9748 0.1163 0.3995 0.265
```

Below is one molecule with the formula C6H6O3 in a non-equilibrium geometry, with properties calculated with ωB97M-V with the def2-TZVPD basis set.

Output
SMILES string ... O1[C@H]2[C@@H]3O[C@@H]3[C@H]3O[C@H]3[C@H]12
HOMO level ... -0.3458 hartree
Energy ... -457.6982 Ha
Lowest unoccupied orbital energy ... 1.02 eV
Energy relative to the best compared isomer or geometry (same formula, charge and spin) ... 149.9 kcal/mol
Charge ... 0
Gap between HOMO and LUMO ... 10.4 eV

Structure (XYZ):
```
15
Properties=species:S:1:pos:R:3:mulliken_charge:R:1
O 0.2257 0.2672 2.3939 -0.502
C -0.5760 -0.0030 1.1744 -0.081
C -1.2562 0.7128 0.1595 -0.513
O -1.7960 -0.2840 -0.6220 -0.449
C -0.7192 0.3635 -1.1553 0.058
C 0.5984 -0.5175 -1.2055 -0.238
O 1.8752 -0.0174 -1.0089 -0.442
C 1.3717 -0.5803 0.1455 -0.128
C 0.7345 0.4150 1.0890 -0.139
H -1.0107 -1.0205 1.0345 0.351
H -1.9374 1.5562 0.3412 0.483
H -0.9332 0.8467 -2.0970 0.467
H 0.5417 -1.5452 -1.6047 0.360
H 1.7482 -1.5966 0.4783 0.415
H 1.1333 1.4030 0.8771 0.359
```